# C7H14O

A 2-piece molecular cluster, C7H14O overall in a non-equilibrium geometry (ωB97M-V with the def2-TZVPD basis set, OMol25).

The geometry in XYZ format:
```
22
Properties=species:S:1:pos:R:3:forces:R:3:mulliken_charge:R:1
C 0.25110 1.05567 0.60873 0.604 -0.631 -0.696 -0.626
H -1.94229 1.35332 -1.76056 0.160 -0.141 0.641 0.286
H 0.17734 -0.93684 1.42676 0.073 -0.130 0.011 0.369
H 0.74130 1.67871 -0.17435 0.263 -0.125 0.450 0.244
C -3.32301 0.62981 -0.26864 -0.207 -0.715 -0.519 -1.224
H 3.04182 -2.12201 -1.16746 -0.274 0.399 -0.421 0.357
H 0.36153 -1.67481 -1.22493 -0.179 -0.236 0.237 0.300
C 1.09463 -1.08583 -0.67913 0.769 0.080 -0.120 -0.261
H 3.09929 0.69631 2.20982 0.078 0.095 0.181 0.126
H -1.97982 2.30666 -0.23440 0.278 0.285 -0.163 0.310
H -3.27310 -0.43008 -0.53311 -0.090 0.083 0.015 0.334
C 0.46631 -0.40169 0.53265 -0.870 0.256 -2.191 0.060
H -3.55008 0.68164 0.78975 0.128 0.172 0.170 0.347
H 2.16481 -2.77980 0.16575 -0.344 -0.314 -0.012 0.316
H 1.36487 -0.28293 -1.35865 0.045 0.315 -0.178 0.304
H -4.15960 1.06097 -0.82499 0.202 0.115 0.114 0.354
C -1.99150 1.30323 -0.64780 -0.319 -0.533 -0.286 -0.099
H 0.41134 1.42329 1.61516 -0.393 0.501 0.068 0.376
C -0.86529 0.49806 -0.11086 0.288 0.731 1.895 -0.007
H 2.87579 -1.24725 0.41198 0.416 0.082 -0.338 0.320
C 2.37322 -1.84903 -0.35561 -0.006 -0.434 1.220 -1.241
O 2.66134 0.12260 1.57989 -0.622 0.146 -0.077 -0.943
```
Forces are in eV/Å.

ΔE to the lowest compared entry with this formula, charge and spin: 7.828 eV
net charge: 0
lowest unoccupied orbital energy: -1.953 eV

# C7H12O

C7H12O as an isolated structure (ωB97M-V with the def2-TZVPD basis set, OMol25).

The geometry in XYZ format:
```
20
Properties=species:S:1:pos:R:3:forces:R:3:mulliken_charge:R:1
H 0.08419 -1.21180 -2.45809 0.000 0.039 0.043 0.441
H -0.98394 0.20134 -2.25132 0.031 -0.019 0.028 0.375
C -0.15798 1.05628 0.39347 -0.619 0.288 0.158 -0.289
C -1.49905 1.25298 0.39730 0.503 -0.109 -0.047 -0.847
C 0.59178 0.07314 -0.82189 0.416 0.054 -0.001 1.126
C -0.37884 -1.21463 1.77695 -0.076 0.136 -0.053 -1.216
O 1.72576 0.04425 1.73478 -0.399 0.048 -0.320 -0.639
H 0.10307 -2.10439 2.18295 0.011 0.059 -0.036 0.377
H 1.88766 0.75543 -2.35660 -0.033 -0.052 0.014 0.327
H -1.13967 -1.19028 -1.18657 0.015 0.007 0.016 0.289
H 0.90934 -0.90503 0.04279 -0.013 -0.153 0.185 -0.034
C 1.73260 0.66205 -1.29096 -0.359 -0.104 0.238 -1.277
C -0.42300 -0.57764 -1.73119 -0.016 0.054 0.078 -1.517
H -2.20984 0.46039 0.20135 0.013 -0.042 -0.006 0.214
C 0.69675 -0.32295 1.19106 0.440 -0.201 -0.274 1.092
H -1.12366 -1.50737 1.04209 0.019 0.027 -0.020 0.266
H 0.48996 1.90000 0.59486 0.031 -0.019 -0.006 0.390
H 2.47876 1.04967 -0.61119 -0.026 0.013 0.025 0.318
H -1.91584 2.23737 0.57129 0.038 -0.014 0.006 0.263
H -0.86807 -0.65881 2.57894 0.025 -0.014 -0.026 0.340
```
Forces are in eV/Å.

ΔE to the lowest compared entry with this formula, charge and spin: 5.771 eV
net charge: 0
lowest unoccupied orbital energy (spin up / spin down): -0.356 / -0.355 eV

# C7H38InNO15P

C7H38InNO15P as an isolated structure in a non-equilibrium geometry (ωB97M-V with the def2-TZVPD basis set, OMol25).

The geometry in XYZ format:
```
63
Properties=species:S:1:pos:R:3:forces:R:3:mulliken_charge:R:1
O -1.06985 -4.52879 4.55053 -0.081 -0.241 0.173 -0.637
O -2.82469 0.25629 2.06295 1.219 -0.642 -0.126 -0.422
C -1.50337 1.56343 -1.60004 1.357 0.836 0.693 0.104
H 0.02002 4.43466 -2.48361 0.011 -0.083 -0.320 0.197
H 0.75405 -3.38710 -1.09807 0.251 0.258 -0.137 0.386
H 1.08622 -2.52056 2.45456 0.113 0.066 0.029 0.301
C -0.51866 0.63210 -0.87787 -0.611 -0.418 0.363 -0.901
H 0.97777 7.40792 -2.65464 -0.036 -0.080 0.035 0.299
C -0.96523 3.02813 -1.46477 0.597 -0.214 -1.319 -0.497
O 2.57210 2.13068 -1.23595 0.280 0.019 -0.094 -0.594
H 0.23353 -3.51734 0.55653 0.696 0.179 0.310 0.382
N -0.35383 3.51958 -2.73348 0.097 0.342 0.467 -0.692
O 1.09814 0.21147 5.21862 -0.149 0.072 -0.133 -0.637
H 4.03428 -0.81853 0.44450 0.136 -0.179 0.234 0.300
H -1.97502 -3.24647 -2.54504 0.116 0.092 -0.227 0.215
P -2.86202 -1.32654 1.44460 -1.582 -0.312 -0.036 0.024
O 3.16205 -1.87722 5.60157 0.074 -0.117 -0.075 -0.655
O -3.64770 3.35967 2.80221 -0.276 0.169 0.541 -0.631
H 5.07422 0.18337 -2.83813 0.024 0.022 0.043 0.314
H 2.88521 -1.01812 5.25793 -0.140 -0.021 0.130 0.330
H 4.19553 -2.58250 0.53377 -0.015 -0.014 -0.008 0.368
H -1.58332 -2.97731 1.99505 0.264 0.245 0.232 0.271
H -2.40144 -2.66731 -5.72504 -0.014 0.003 0.063 0.286
H -2.49011 -4.06259 -5.12641 -0.014 0.048 0.068 0.284
H 2.55186 -2.49417 5.17890 0.016 0.098 -0.091 0.312
H -3.32653 2.57774 0.87324 0.058 0.030 0.003 0.334
H -0.18544 3.04542 -0.69818 -0.346 -0.050 0.349 0.248
O -2.10413 -2.39769 2.56830 0.115 0.279 -0.173 -0.534
H -1.74896 3.72802 -1.22745 -0.147 0.016 0.119 0.398
H -1.93763 0.60885 1.88455 -0.229 0.254 0.143 0.290
In -1.28212 -1.43690 -0.57498 0.460 0.339 -0.994 1.159
H -3.46903 3.79833 3.64111 0.066 -0.053 -0.069 0.273
C 0.50821 -2.79303 -0.22021 -1.624 0.415 -0.090 -1.196
O 1.64353 -1.96954 0.21379 -0.165 -1.362 1.012 -0.211
H 1.19041 -3.88589 3.12538 -0.143 0.016 0.110 0.286
O -1.59294 1.29049 -2.98374 -0.517 -0.341 -0.444 -0.604
H 0.49503 -0.41480 4.79701 0.074 -0.047 0.024 0.326
H -3.66340 4.01601 0.53723 0.060 -0.120 0.133 0.278
H -1.31873 -3.87251 3.88707 -0.085 0.183 0.064 0.417
O -3.32257 3.20718 0.14393 -0.488 0.067 -0.076 -0.616
H 0.14370 6.90203 -3.82310 -0.061 -0.156 0.053 0.298
H -2.50201 -1.66321 -3.16175 0.042 0.023 -0.082 0.216
H -0.89441 -3.99917 5.33465 0.030 -0.016 -0.091 0.295
C -2.43293 -2.29322 -2.28695 0.005 -0.049 1.418 -1.345
H -2.13680 0.50622 -3.13058 0.199 0.026 0.310 0.335
H -4.39046 2.77388 2.99457 0.137 -0.106 -0.058 0.305
H -2.46552 1.54467 -1.09122 -0.218 -0.191 -0.279 0.345
H 0.45915 2.95010 -2.95339 -0.145 -0.105 -0.003 0.220
O 5.98193 0.46781 -2.67684 -0.053 -0.128 -0.084 -0.634
H -0.37847 1.06879 0.12333 0.017 -0.084 0.006 0.187
H 0.82734 1.06918 4.87321 0.058 -0.058 -0.006 0.306
H 4.71098 -1.64741 -0.92476 -0.004 -0.240 -0.139 0.308
C 2.57910 -1.79365 -0.69394 1.538 -0.052 2.315 0.674
H 6.51828 -0.25205 -3.02593 -0.025 0.059 0.030 0.311
H 2.85233 2.60500 -2.02647 -0.041 -0.003 0.070 0.288
O 2.38227 -1.63871 -1.83807 -0.740 0.260 -3.605 -0.532
O 0.95997 -2.96714 3.30383 0.254 0.140 -0.185 -0.479
H -3.43983 -2.53895 -1.93457 -0.053 0.155 -0.132 0.290
H 0.46808 0.68389 -1.33847 -0.053 -0.059 -0.187 0.223
C 3.98069 -1.74966 -0.13086 -0.215 0.829 0.524 -1.219
H 2.75289 1.20453 -1.43581 -0.171 -0.005 0.023 0.256
O 0.37434 6.70146 -2.90936 0.121 0.262 -0.053 -0.621
O -2.68602 -3.13882 -4.93327 -0.040 -0.256 -0.770 -0.582
```
Forces are in eV/Å.

net charge: -1
lowest unoccupied orbital energy: 2.234 eV

# C3H6

A 2-piece molecular cluster, C3H6 overall in a non-equilibrium geometry (ωB97M-V with the def2-TZVPD basis set, OMol25).

The geometry in XYZ format:
```
9
Properties=species:S:1:pos:R:3:forces:R:3:mulliken_charge:R:1
H 1.04584 1.21008 -0.90547 -0.551 0.192 0.135 0.239
C 0.53218 0.79597 -0.03624 -0.432 -2.676 -4.249 -0.622
C 0.51753 -0.75587 -0.01143 0.133 0.908 -3.325 -0.366
H -2.06575 -0.10778 1.06470 3.090 0.321 -2.514 0.132
H 0.53647 -1.10861 0.91125 0.893 -1.937 3.872 0.229
H 0.87394 -1.39442 -0.84318 -0.097 0.601 0.689 0.230
H -1.31304 -0.21658 -1.08246 0.326 0.874 0.112 0.213
C -0.69870 -0.00822 -0.20748 -4.078 -0.113 1.598 -0.330
H 0.82032 1.17047 0.83316 0.716 1.830 3.682 0.275
```
Forces are in eV/Å.

ΔE to the lowest compared entry with this formula, charge and spin: 4.038 eV
net charge: 0
lowest unoccupied orbital energy: 0.559 eV

| no. | calculated total energy (eV) |
| --- | --- |
| 1 | -9525.938 |
| 2 | -9495.048 |
| 3 | -54540.417 |
| 4 | -3203.421 |